(1)
Formula: C6H10O
Source: OMol25
Level of theory: ωB97M-V with the def2-TZVPD basis set

Results
Structure (SMILES)   O[C@@H]1C=CCCC1
HOMO   -9.07 eV
2S+1   1
Maximum force   2.48 eV/Å
Energy above the lowest of the compared OMol25 structures with the same formula, charge and spin   2.109 eV
Orbital gap   10.1 eV

The geometry in XYZ format:
```
17
Properties=species:S:1:pos:R:3:forces:R:3:nbo_charge:R:1
O 2.353508 -0.877158 0.484640 -0.374 -0.220 0.115 -0.706
C 1.320867 -0.370303 -0.334551 -1.840 -1.237 -0.163 0.083
C 1.093663 1.055600 0.011637 -0.536 -0.095 0.267 -0.258
C -0.087146 1.681985 -0.061983 0.279 -0.405 0.517 -0.189
C -1.340734 1.003273 -0.425059 -0.209 -2.039 1.001 -0.437
C -1.325130 -0.671585 0.370350 0.044 2.397 -0.628 -0.384
C -0.166012 -1.430271 -0.224721 1.613 1.684 -0.265 -0.452
H 2.151018 -0.581643 1.384741 0.194 -0.178 -0.197 0.463
H 1.550697 -0.637176 -1.358060 0.474 0.525 -0.165 0.197
H 1.855507 1.525455 0.638966 0.187 -0.077 -0.583 0.207
H -0.156764 2.648315 0.438069 -0.061 -0.060 -0.302 0.205
H -1.444105 0.616040 -1.436748 0.203 0.375 -0.197 0.211
H -2.195390 1.682267 -0.211342 0.271 -1.010 0.125 0.216
H -1.221320 -0.623398 1.464936 -0.257 0.458 -0.415 0.202
H -2.335035 -0.967133 0.080624 0.299 -0.498 0.156 0.211
H 0.384940 -2.155434 0.375222 -0.832 -0.222 0.304 0.227
H -0.438560 -1.898839 -1.196729 0.546 0.602 0.430 0.203
```
Forces are in eV/Å.

---

(2)
Formula: C6H10O
Source: OMol25
Level of theory: ωB97M-V with the def2-TZVPD basis set

Results
Structure (SMILES)   C=C1C[C@@]2(O)C[C@@H]12.[H][H]
HOMO   -9.08 eV
2S+1   1
Maximum force   0.31 eV/Å
Energy above the lowest of the compared OMol25 structures with the same formula, charge and spin   2.932 eV
Orbital gap   10.0 eV

The geometry in XYZ format:
```
17
Properties=species:S:1:pos:R:3:forces:R:3:nbo_charge:R:1
C 0.107107 -0.212007 2.238301 0.019 -0.020 -0.171 -0.431
C 0.104784 -0.098247 0.917328 0.031 -0.104 0.256 0.056
C 1.054278 0.535356 -0.094594 0.143 0.040 -0.009 -0.465
C 0.175825 -0.063105 -1.198088 0.062 -0.094 0.159 0.256
O -0.115684 0.581274 -2.385129 0.136 -0.034 -0.162 -0.685
C -0.018115 -1.532709 -1.026105 0.112 -0.148 -0.141 -0.435
C -0.813964 -0.570449 -0.166513 -0.256 0.037 0.172 -0.287
H 0.918950 0.186676 2.840351 -0.104 -0.019 -0.095 0.203
H -0.702576 -0.716316 2.758133 0.075 0.082 -0.060 0.204
H 2.114354 0.260150 -0.053495 -0.134 0.015 -0.053 0.207
H 0.951085 1.627564 -0.098574 0.021 -0.187 0.064 0.232
H 0.490546 0.243242 -3.056833 -0.142 0.108 0.039 0.474
H -0.599307 -1.997129 -1.818291 0.074 0.069 0.092 0.228
H 0.739638 -2.166318 -0.568705 -0.091 0.107 -0.081 0.213
H -1.898866 -0.550163 -0.178433 0.175 -0.036 0.027 0.235
H -1.148147 2.029713 1.236092 -0.068 0.109 -0.054 0.006
H -1.359908 2.442469 0.654556 -0.052 0.076 0.018 -0.011
```
Forces are in eV/Å.

---

(3)
Formula: C6H10O
Source: OMol25
Level of theory: ωB97M-V with the def2-TZVPD basis set

Results
Structure (SMILES)   C1=CCOCCC1
HOMO   -8.73 eV
2S+1   1
Maximum force   2.38 eV/Å
Energy above the lowest of the compared OMol25 structures with the same formula, charge and spin   1.818 eV
Orbital gap   9.7 eV

The geometry in XYZ format:
```
17
Properties=species:S:1:pos:R:3:forces:R:3:nbo_charge:R:1
C 0.357231 1.547953 0.150433 -0.197 0.087 -0.147 -0.104
C 1.476667 0.829198 0.283100 -0.539 0.264 -1.001 -0.299
C 1.587135 -0.669458 0.195830 0.137 0.048 -0.038 -0.118
O 0.669506 -1.226345 -0.733324 -0.003 -0.091 -0.099 -0.534
C -0.627957 -1.464698 -0.237212 -0.284 -0.139 0.031 -0.060
C -1.348817 -0.236628 0.336884 -0.121 -0.088 0.142 -0.432
C -0.947587 1.057455 -0.349614 -0.331 0.061 0.183 -0.464
H 0.497295 2.624997 0.235070 -0.104 -0.006 -0.541 0.194
H 2.112159 1.506655 -0.275115 2.038 -0.211 1.218 0.232
H 1.484073 -1.166590 1.180867 -0.088 0.331 -0.227 0.177
H 2.580417 -0.939670 -0.171671 -0.087 0.052 0.015 0.200
H -0.604428 -2.264109 0.521262 0.007 0.089 -0.095 0.164
H -1.181197 -1.840906 -1.103210 0.037 0.026 0.102 0.187
H -1.123414 -0.122072 1.402730 -0.114 -0.131 -0.052 0.202
H -2.428210 -0.377291 0.239732 0.041 -0.194 0.089 0.217
H -0.819047 0.889161 -1.435689 -0.096 0.070 0.347 0.226
H -1.683828 1.852355 -0.240077 -0.296 -0.168 0.072 0.213
```
Forces are in eV/Å.

---

(4)
Formula: C6H10O
Source: OMol25
Level of theory: ωB97M-V with the def2-TZVPD basis set

Results
HOMO   -8.18 eV
2S+1   1
Maximum force   1.31 eV/Å
Energy above the lowest of the compared OMol25 structures with the same formula, charge and spin   4.924 eV
Orbital gap   9.1 eV

The geometry in XYZ format:
```
17
Properties=species:S:1:pos:R:3:forces:R:3:nbo_charge:R:1
O -2.263040 2.237311 0.951184 0.370 0.051 -0.144 -0.516
C -1.153151 2.523181 0.580310 -0.030 -0.114 -0.022 0.453
C -0.190904 1.579230 -0.120388 0.066 -0.219 0.002 -0.553
C -0.717642 0.179314 -0.357924 0.137 -0.249 0.378 -0.407
C 0.909165 -1.078169 -0.951830 -0.960 0.540 0.710 -0.202
C 1.716074 -1.271959 0.273793 0.030 0.269 0.046 -0.466
C 0.781194 -2.360796 -0.221861 -0.223 -0.050 -0.105 -0.462
H -0.741818 3.546841 0.742122 -0.117 -0.161 -0.011 0.106
H 0.113851 2.069275 -1.058798 -0.073 -0.080 0.141 0.232
H 0.722123 1.545140 0.490802 -0.083 0.066 -0.030 0.236
H -1.579218 0.164855 -1.047947 0.512 -0.208 0.140 0.219
H -0.965950 -0.358714 0.549806 0.000 -0.003 0.079 0.215
H 0.237899 -0.328026 -1.406014 0.453 0.070 -1.205 0.276
H 2.794032 -1.384090 0.154386 -0.233 -0.017 -0.007 0.223
H 1.431469 -0.756237 1.188918 0.029 -0.121 -0.054 0.210
H 1.198899 -3.245578 -0.701920 -0.051 0.194 0.067 0.222
H -0.112801 -2.564641 0.362665 0.174 0.033 0.013 0.215
```
Forces are in eV/Å.

---

(5)
Formula: C6H10O
Source: OMol25
Level of theory: ωB97M-V with the def2-TZVPD basis set

Results
HOMO   -9.25 eV
2S+1   1
Maximum force   1.35 eV/Å
Energy above the lowest of the compared OMol25 structures with the same formula, charge and spin   2.747 eV
Orbital gap   10.2 eV

The geometry in XYZ format:
```
17
Properties=species:S:1:pos:R:3:forces:R:3:nbo_charge:R:1
C 1.871363 -0.722380 -0.052550 -0.575 -0.403 0.025 -0.624
C 0.315573 -0.378368 0.119522 -0.903 0.220 -0.954 -0.039
C -0.547797 -0.024788 -1.137435 0.892 0.699 -0.474 -0.439
C -1.562619 0.553755 -0.124445 0.051 -0.305 -0.166 0.068
C -1.330218 -0.790384 0.575781 0.634 -0.115 0.845 -0.386
O -0.931370 1.527713 0.680397 -0.145 0.353 -0.107 -0.521
C 0.390844 1.039307 0.727636 0.061 -0.045 0.094 -0.094
H 2.386496 0.222687 -0.344547 -0.644 -0.475 0.075 0.213
H 2.133377 -1.426498 -0.845202 -0.406 -0.182 0.127 0.218
H 2.422032 -1.030852 0.849513 -0.631 -0.085 -0.059 0.221
H 0.043025 0.565716 -1.803024 -0.077 1.040 -0.851 0.192
H -1.060436 -0.821223 -1.705790 0.721 0.102 0.398 0.212
H -2.532987 0.955987 -0.438727 0.160 -0.559 0.131 0.207
H -1.948659 -1.532857 0.026067 1.310 -0.113 0.292 0.214
H -1.527016 -0.886228 1.628739 -0.105 0.228 0.549 0.205
H 1.016387 1.679294 0.079225 -0.081 -0.224 0.162 0.165
H 0.814771 1.085536 1.740055 -0.264 -0.138 -0.089 0.187
```
Forces are in eV/Å.

---

(6)
Formula: C6H10O
Source: OMol25
Level of theory: ωB97M-V with the def2-TZVPD basis set

Results
HOMO   -8.01 eV
2S+1   1
Maximum force   0.56 eV/Å
Energy above the lowest of the compared OMol25 structures with the same formula, charge and spin   4.604 eV
Orbital gap   8.5 eV

The geometry in XYZ format:
```
17
Properties=species:S:1:pos:R:3:forces:R:3:nbo_charge:R:1
C -1.968501 -1.486410 0.467834 -0.223 -0.022 -0.039 -0.277
C -0.749911 1.315316 0.483915 0.432 -0.004 -0.071 -0.184
O -0.624786 -1.467471 0.939818 0.147 0.010 -0.017 -0.495
C 0.317724 -0.826404 0.205675 0.075 -0.281 -0.066 0.243
C 0.207049 -0.331563 -1.156402 -0.093 -0.142 -0.063 -0.453
C 0.407832 0.803046 -0.120245 -0.201 0.494 0.154 -0.240
C 1.786434 1.440713 -0.059153 0.063 0.015 0.050 -0.631
H -2.228976 -0.537873 -0.003400 0.006 -0.115 0.092 0.222
H -2.118633 -2.333813 -0.211073 0.052 0.109 0.041 0.170
H -2.595196 -1.608667 1.352187 0.069 -0.063 -0.104 0.198
H -0.431419 2.138965 1.156323 -0.068 -0.034 -0.170 0.115
H 1.304023 -1.126113 0.552664 -0.107 0.132 -0.045 0.210
H 1.048431 -0.502941 -1.823332 -0.112 0.064 0.143 0.232
H -0.765400 -0.349911 -1.635197 0.112 0.032 0.096 0.245
H 1.789324 2.346402 -0.676942 0.025 -0.152 0.061 0.222
H 2.038182 1.737256 0.964280 -0.043 -0.063 -0.132 0.218
H 2.583816 0.789476 -0.436948 -0.133 0.019 0.069 0.203
```
Forces are in eV/Å.